[1]
{"formula": "C11H14N2", "method": "ωB97M-V/def2-TZVPD", "species": ["C", "C", "C", "C", "C", "C", "C", "C", "C", "C", "C", "H", "H", "H", "H", "H", "H", "H", "H", "H", "H", "H", "H", "H", "H", "N", "N"], "xyz": [[0.40, 0.58, -3.42], [-0.94, 0.41, -1.32], [-1.05, -0.23, -0.09], [-2.59, -0.17, 0.42], [-2.70, 0.59, 1.70], [0.31, -0.28, 0.27], [0.88, -0.51, 1.49], [2.22, -0.65, 1.44], [2.99, -0.39, 0.33], [2.34, -0.30, -0.88], [0.94, -0.12, -1.01], [1.68, 0.05, -3.34], [-0.41, -0.12, -4.29], [0.30, 1.98, -3.68], [-1.69, 0.79, -2.11], [-3.19, -1.34, 0.54], [-3.11, 0.68, -0.54], [-3.82, 0.38, 2.14], [-2.52, 1.55, 1.27], [-1.66, 1.07, 3.23], [-2.42, -0.50, 3.45], [0.30, -1.05, 2.25], [2.81, -0.78, 2.28], [4.13, -0.30, 0.82], [3.13, -0.05, -1.61], [0.20, 0.40, -1.95], [-1.68, 0.17, 2.80]], "homo_energy_ha": -0.27568, "charge": 0, "lumo_ev": 0.54, "orbital_gap_ev": 8.0, "spin_multiplicity": 1}

=====

[2]
{"formula": "C4H11NO", "method": "ωB97M-V/def2-TZVPD", "species": ["C", "C", "N", "O", "H", "H", "H", "H", "H", "C", "C", "H", "H", "H", "H", "H", "H"], "xyz": [[-0.15, -2.68, 0.04], [0.03, -1.88, 1.27], [1.28, -1.90, 1.88], [-0.80, -1.14, 1.75], [-1.11, -3.15, 0.25], [0.64, -3.43, -0.16], [-0.44, -1.98, -0.80], [1.42, -1.41, 2.75], [2.03, -2.50, 1.59], [0.36, 2.68, -1.21], [-1.10, 2.35, -0.99], [0.78, 3.36, -0.44], [0.97, 1.78, -1.12], [0.57, 3.14, -2.19], [-1.28, 2.10, 0.07], [-1.36, 1.49, -1.61], [-1.82, 3.17, -1.07]], "homo_energy_ha": -0.36380, "charge": 0, "smiles": "CC(N)=O.CC", "lumo_ev": 0.83, "orbital_gap_ev": 10.7, "spin_multiplicity": 1}

=====

[3]
{"formula": "C19H30F4N6O4PRuS", "method": "ωB97M-V/def2-TZVPD", "species": ["Ru", "C", "N", "C", "C", "C", "N", "C", "C", "F", "C", "F", "C", "C", "F", "C", "F", "H", "H", "H", "H", "H", "H", "H", "H", "H", "H", "H", "N", "C", "C", "O", "O", "H", "H", "H", "H", "N", "C", "P", "O", "O", "C", "N", "H", "H", "H", "H", "H", "H", "H", "H", "H", "H", "S", "C", "N", "C", "C", "C", "C", "H", "H", "H", "H", "H"], "xyz": [[0.07, 1.00, -0.42], [0.34, 2.09, -3.34], [-0.54, 1.24, -2.52], [-0.64, -0.12, -3.10], [-1.85, 1.89, -2.37], [-2.73, 1.15, -1.45], [-1.98, 0.87, -0.24], [-2.55, 0.24, 0.84], [-1.82, 0.02, 2.01], [-0.50, 0.41, 2.05], [-2.32, -0.61, 3.13], [-1.47, -0.85, 4.16], [-3.62, -1.05, 3.18], [-4.37, -0.85, 2.04], [-5.61, -1.32, 1.99], [-3.87, -0.23, 0.92], [-4.68, -0.11, -0.14], [-0.10, 2.26, -4.32], [1.30, 1.59, -3.47], [0.51, 3.04, -2.85], [-1.09, -0.08, -4.09], [-1.23, -0.76, -2.45], [0.36, -0.53, -3.19], [-2.34, 2.01, -3.34], [-1.65, 2.89, -1.98], [-3.10, 0.23, -1.92], [-3.61, 1.77, -1.27], [-4.03, -1.53, 4.06], [-0.58, 3.00, 0.93], [0.58, 3.86, 1.13], [1.73, 3.34, 0.31], [2.87, 3.59, 0.64], [1.37, 2.64, -0.77], [-1.26, 3.41, 0.32], [-1.04, 2.76, 1.80], [0.91, 3.87, 2.17], [0.40, 4.88, 0.80], [0.78, -2.24, 2.38], [-0.08, -3.39, 1.92], [-0.95, -2.93, 0.35], [-2.43, -3.14, 0.50], [-0.37, -1.60, -0.06], [-0.55, -4.25, -0.90], [-1.85, -4.98, -1.15], [0.33, -1.72, 3.13], [0.91, -1.59, 1.60], [1.70, -2.53, 2.71], [-0.84, -3.61, 2.67], [0.55, -4.27, 1.79], [0.23, -4.94, -0.58], [-0.21, -3.77, -1.81], [-2.15, -4.97, -2.12], [-2.54, -4.41, -0.55], [-1.85, -5.94, -0.82], [2.15, -0.35, -0.15], [3.65, 0.51, 0.03], [3.93, 1.56, -0.76], [5.07, 2.27, -0.67], [6.03, 1.92, 0.22], [5.80, 0.83, 1.05], [4.62, 0.12, 0.95], [3.16, 1.94, -1.30], [5.16, 3.12, -1.34], [6.94, 2.50, 0.30], [6.53, 0.55, 1.79], [4.42, -0.73, 1.58]], "homo_energy_ha": [-0.47070, -0.47072], "charge": 2, "lumo_ev": [-6.13, -5.61], "s_squared": 0.766, "orbital_gap_ev": [6.7, 7.2], "spin_multiplicity": 2}

=====

Calculated energy above the lowest of the compared OMol25 structures with the same formula, charge and spin (kcal/mol), listed in the same order as above: 232.93, 9.09, 0.00
Calculated DFT total energy (eV), listed in the same order as above: -14604.3198, -7864.1596, -70883.7537